# C35H46N5O5PdS2Sb

A molecular structure, C35H46N5O5PdS2Sb (ωB97M-V/def2-TZVPD, OMol25).

Positions of all 95 atoms, in Å:
Pd: -0.37441 0.37582 -0.33004
C: -1.84876 0.52306 5.67265
C: -1.06256 -0.64113 5.06781
N: -1.82085 -1.34112 4.05538
C: -2.86591 -2.23720 4.52825
C: -2.34619 -3.66245 4.70143
C: -1.49612 -1.30408 2.70909
S: -0.01194 -0.62027 2.19566
N: -2.35769 -1.96523 1.94076
C: -2.57745 -1.76902 0.63103
O: -2.42718 -0.73987 -0.02966
C: -3.20180 -2.95261 -0.07469
C: -3.77465 -4.01702 0.61397
C: -4.37288 -5.06212 -0.07852
C: -4.39408 -5.05704 -1.46851
C: -3.80766 -4.00388 -2.16042
C: -3.22102 -2.95448 -1.46616
H: -1.18521 1.18012 6.24145
H: -2.64893 0.18366 6.33598
H: -2.30138 1.10589 4.86759
H: -0.75809 -1.34653 5.85201
H: -0.16371 -0.26296 4.58868
H: -3.68077 -2.23110 3.80932
H: -3.24467 -1.85206 5.47886
H: -2.01756 -4.04055 3.73188
H: -3.12720 -4.32159 5.09326
H: -1.49437 -3.68349 5.38581
H: -3.74496 -4.01022 1.69596
H: -4.82646 -5.88268 0.46615
H: -4.86340 -5.87218 -2.00811
H: -3.81345 -3.99978 -3.24427
H: -2.77083 -2.11763 -1.98891
N: -2.24421 2.16409 -3.24316
C: -2.43973 2.66377 -2.05043
N: -1.77301 2.36248 -0.95521
C: -2.22011 3.03550 0.15570
C: -1.70131 2.89658 1.44528
C: -2.23118 3.65107 2.48224
C: -3.28388 4.53966 2.26878
C: -3.81878 4.68617 0.99204
C: -3.27903 3.94628 -0.04763
S: -3.73637 3.93320 -1.72936
H: -1.50702 0.85377 -3.31501
H: -2.85880 2.52897 -3.95507
H: -0.90983 2.17440 1.60762
H: -1.82174 3.54270 3.48064
H: -3.69411 5.11045 3.09434
H: -4.64845 5.36076 0.81258
O: -0.10456 -0.11065 -5.10234
C: -0.16966 -0.47512 -3.93953
O: -0.98832 -0.02200 -3.03306
C: 0.75166 -1.51753 -3.37359
C: 0.54827 -2.02379 -2.08726
C: 1.44190 -2.96693 -1.57426
C: 2.52666 -3.38069 -2.31355
C: 2.72116 -2.86047 -3.59247
C: 1.83632 -1.92893 -4.12260
N: 3.83457 -3.32975 -4.39190
O: 4.03936 -2.80999 -5.47337
O: 4.52301 -4.23797 -3.95250
H: -0.32564 -1.73736 -1.52132
H: 1.27279 -3.37467 -0.58619
H: 3.23525 -4.10111 -1.92971
H: 1.98228 -1.52779 -5.11542
C: 3.69252 -1.02019 0.58598
C: 3.87904 0.02027 -0.51523
C: 5.11647 0.87701 -0.23946
Sb: 1.96116 1.08328 -0.80765
C: 2.20520 2.85025 0.48624
C: 2.38041 2.37293 1.92640
C: 3.27474 3.87940 0.11751
C: 2.27679 1.94910 -2.79714
C: 3.71249 2.31436 -3.17508
C: 1.31709 3.12217 -2.97463
H: 4.55441 -1.70016 0.62636
H: 2.79258 -1.61755 0.42422
H: 3.58706 -0.54168 1.56357
H: 4.01870 -0.49721 -1.47276
H: 5.05339 1.34229 0.74706
H: 5.24674 1.66742 -0.97988
H: 6.02478 0.25561 -0.24657
H: 1.21949 3.31371 0.39512
H: 3.38043 1.95439 2.08165
H: 1.64888 1.60375 2.18415
H: 2.25420 3.20677 2.63023
H: 4.27910 3.46236 0.21558
H: 3.20924 4.75057 0.78561
H: 3.15455 4.24078 -0.90467
H: 1.95221 1.14491 -3.46396
H: 4.12200 3.08699 -2.51927
H: 3.74545 2.70242 -4.20352
H: 4.37237 1.44306 -3.13293
H: 1.60857 3.97526 -2.35504
H: 0.29594 2.84102 -2.70861
H: 1.30860 3.45140 -4.02132

Computed properties:
**Lowest unoccupied orbital energy**: 3.876 eV
**Net charge**: -2

---

# C4H10NS

A gas-phase ion, C4H10NS (charge -1) at a distorted geometry (ωB97M-V/def2-TZVPD, OMol25).

Positions of all 16 atoms, in Å:
C: -2.01098 -0.54079 0.19311
N: -0.74575 -0.69719 -0.47445
C: 0.26419 0.37032 -0.18316
C: 0.86858 0.07005 1.20562
C: 1.24050 0.42116 -1.32195
S: 2.06381 2.06751 -1.59066
H: -2.57084 -1.46907 0.32442
H: -1.90070 -0.11739 1.20115
H: -2.66946 0.09838 -0.39263
H: -0.26496 -1.56960 -0.31276
H: -0.17479 1.34465 -0.02278
H: 1.36709 0.99963 1.50934
H: 1.60966 -0.70093 1.44948
H: 0.05345 -0.14506 1.90563
H: 2.09374 -0.25954 -1.22980
H: 0.77647 0.12787 -2.26056

Computed properties:
**Lowest unoccupied orbital energy**: 3.692 eV
**Net charge**: -1
**SMILES**: CN[C@@H](C)C[S-]
**Energy relative to the best compared isomer or geometry (same formula, charge and spin)**: 55.2 kJ/mol

---

# C5H3F2IN4O5S2

2 unconnected molecules or ions with the total composition C5H3F2IN4O5S2 at a distorted geometry (ωB97M-V/def2-TZVPD, OMol25).

Positions of all 22 atoms, in Å:
N: -2.61997 4.70344 -3.51101
C: -2.18458 3.51493 -3.80669
O: -1.39308 2.27274 -4.05834
C: -1.40784 1.55686 -2.77561
C: -0.20068 1.65317 -1.62084
C: -0.46374 0.75849 -0.23181
N: -1.72569 -0.06934 -0.17098
N: -2.74439 -0.21751 -1.06252
C: -2.66753 0.54763 -2.33533
I: -4.35200 0.35525 -3.75718
H: 0.76100 2.30983 -1.79938
H: 0.30096 0.77195 0.65506
H: -1.82058 -0.63895 0.72669
N: 2.42090 -2.71666 2.11104
S: 1.05313 -2.10732 2.58507
O: 0.69369 -0.78655 2.08004
O: 0.60502 -2.41830 3.93743
F: 0.04755 -3.02124 1.73528
S: 3.64207 -1.94817 2.73582
O: 4.91932 -2.24611 2.08890
O: 3.71978 -1.83981 4.18768
F: 3.41666 -0.43433 2.28668

Computed properties:
**Lowest unoccupied orbital energy**: -3.921 eV

---

# C6H15N2

A gas-phase ion, C6H15N2 (charge +1) at a distorted geometry (ωB97M-V/def2-TZVPD, OMol25).

Positions of all 23 atoms, in Å:
C: 2.17078 0.46074 -0.23080
N: 0.83076 -0.05429 -0.85197
C: 0.06102 -0.74377 0.24859
C: 0.78602 -2.01592 0.66389
C: -0.72635 0.30887 1.01509
C: -0.98119 1.72508 0.67950
N: -1.36777 -0.72282 0.18088
C: -2.32540 -0.52293 -0.85202
H: 2.84928 -0.36464 -0.05395
H: 2.64960 1.15482 -0.76681
H: 1.91127 0.79873 0.74784
H: 1.02181 -0.76513 -1.57446
H: 0.26067 0.72370 -1.24174
H: 0.17763 -2.46385 1.50210
H: 1.85123 -1.73390 1.13472
H: 0.63869 -2.75091 -0.13794
H: -0.78437 -0.01784 2.09906
H: -0.91838 2.11149 -0.36917
H: -0.50266 2.38574 1.28041
H: -2.02333 1.85149 0.72643
H: -2.71058 0.45062 -0.60855
H: -1.90068 -0.57172 -1.83736
H: -3.14578 -1.21749 -0.82449

Computed properties:
**Lowest unoccupied orbital energy**: -3.072 eV
**Net charge**: +1
**SMILES**: C[NH2+][C@@]1(C)[C@@H](C)N1C
**Energy relative to the best compared isomer or geometry (same formula, charge and spin)**: 345.1 kJ/mol

---

# H2N2O2

2 unconnected molecules or ions with the total composition H2N2O2 at a distorted geometry (ωB97M-V/def2-TZVPD, OMol25).

Positions of all 6 atoms, in Å:
N: -1.33298 -2.05045 0.19557
N: 0.84085 0.39455 0.12438
O: -0.65683 -1.27588 0.77332
O: 0.09286 1.20312 -0.67049
H: 0.90095 0.93185 1.13279
H: 0.15515 0.79682 -1.55557

Computed properties:
**Lowest unoccupied orbital energy (alpha / beta)**: 0.255 / -0.356 eV
**Energy relative to the best compared isomer or geometry (same formula, charge and spin)**: 363.2 kJ/mol

---

# C26H23FN4O3

C26H23FN4O3 in the gas phase at a distorted geometry (ωB97M-V/def2-TZVPD, OMol25).

Positions of all 57 atoms, in Å:
O: -0.84111 -2.69094 -1.10358
C: -0.45520 -1.90508 -0.25339
C: -1.28318 -1.70330 1.02554
N: -2.49352 -0.96867 0.69897
C: -2.45102 0.38758 0.84023
O: -1.48011 0.95097 1.31987
C: -3.66260 1.12699 0.41228
C: -3.64390 2.43068 0.08928
C: -2.43970 3.23656 -0.07639
C: -2.37002 4.52533 0.44856
C: -1.23297 5.29577 0.28613
C: -0.14609 4.80722 -0.41838
C: -0.23825 3.53778 -0.95871
F: 0.80571 3.04752 -1.66901
C: -1.35936 2.75035 -0.81081
O: -4.86746 0.47595 0.43377
C: -4.85654 -0.88013 0.27803
C: -6.07245 -1.50556 0.04180
C: -6.11284 -2.86564 -0.19938
C: -4.93556 -3.59399 -0.23227
C: -3.72230 -2.98187 0.02467
C: -3.67002 -1.62318 0.31620
N: 0.65525 -1.16363 -0.40669
C: 1.42515 -1.31651 -1.62697
C: 2.88858 -1.59258 -1.30408
N: 3.42023 -0.53138 -0.47683
C: 4.68447 -0.57925 0.02436
C: 5.60577 -1.57025 -0.36393
C: 6.87626 -1.53210 0.16608
C: 7.21789 -0.52838 1.06585
C: 6.24275 0.39654 1.38794
N: 5.01926 0.38091 0.89234
C: 2.46202 0.42853 0.01996
C: 1.24156 -0.28394 0.59665
H: -1.55570 -2.68196 1.42377
H: -0.75000 -1.13046 1.78323
H: -4.59326 2.91889 -0.08470
H: -3.20847 4.91284 1.00742
H: -1.18984 6.28686 0.71170
H: 0.75119 5.38886 -0.55569
H: -1.39163 1.77363 -1.26755
H: -6.96590 -0.90229 0.03906
H: -7.05936 -3.34869 -0.38433
H: -4.95705 -4.64848 -0.45835
H: -2.81294 -3.55465 -0.04282
H: 0.99692 -2.15384 -2.18195
H: 1.33607 -0.41170 -2.23627
H: 3.45100 -1.66148 -2.24341
H: 2.96690 -2.55902 -0.78469
H: 5.33231 -2.34327 -1.06272
H: 7.60169 -2.28163 -0.11782
H: 8.20434 -0.47199 1.49664
H: 6.44089 1.20220 2.08407
H: 2.95764 1.00526 0.80139
H: 2.16285 1.11325 -0.77919
H: 0.51201 0.46357 0.92153
H: 1.55968 -0.87820 1.46258

Computed properties:
**Lowest unoccupied orbital energy**: 0.144 eV
**SMILES**: O=C(CN1C(=O)/C(=C\c2cccc(F)c2)Oc2ccccc21)N1CCN(c2ccccn2)CC1
**Energy relative to the best compared isomer or geometry (same formula, charge and spin)**: 199.8 kJ/mol

---

Asked for E_tot across the records above, the calculation gives -86417.942 -16635.540 -56624.837 -9436.395 -7101.815 -42156.038 eV in order.